99
Properties=species:S:1:pos:R:3:mulliken_charge:R:1 method="wB97M-V/def2-TZVPD" total_energy_ha=-2498.62586 lumo_energy_ev="-11.63 / -9.94" relative_energy_ev=0.000 max_force_ev_per_a=3.3 multiplicity=1 charge=+3 gap_ev="4.12 / 5.82"
C -1.75 1.95 1.63 -0.4204
C -2.65 -0.11 0.94 0.1991
C -2.94 2.29 2.29 -0.7611
C -3.79 0.12 1.75 -1.0676
C -3.94 1.32 2.42 -1.0019
H -3.02 3.28 2.72 0.5992
H -4.55 -0.66 1.78 0.6148
H -4.82 1.52 3.02 0.4967
N -1.59 0.77 1.02 1.0599
P 1.06 2.31 1.47 0.2055
P -1.62 -1.68 -1.30 0.0119
C -0.64 3.00 1.53 -0.9854
H -0.79 3.61 0.63 0.7467
H -0.72 3.69 2.38 0.4886
C 2.68 -1.14 -1.68 0.2435
O 3.31 -1.57 -2.53 -0.1589
C -2.64 -1.22 0.05 -0.9327
H -3.49 -1.89 0.21 0.7376
C -2.88 -1.39 -2.78 1.9740
C -1.37 -3.59 -1.05 1.9910
C 2.18 3.50 0.45 2.1817
C 1.42 2.22 3.34 1.8514
C -1.97 -1.17 -4.00 -1.4339
H -1.33 -2.04 -4.21 0.3111
H -2.59 -0.98 -4.89 0.5661
H -1.32 -0.30 -3.84 0.0050
C -3.86 -2.53 -3.03 -1.9051
H -3.38 -3.47 -3.33 0.3988
H -4.52 -2.70 -2.17 0.4366
H -4.52 -2.23 -3.87 0.5274
C -3.69 -0.13 -2.48 -1.6351
H -4.33 0.10 -3.34 0.6308
H -4.34 -0.27 -1.60 0.3951
H -3.04 0.73 -2.28 0.0358
C -0.83 -4.19 -2.36 -1.7018
H 0.13 -3.73 -2.64 0.3415
H -0.65 -5.26 -2.20 0.5129
H -1.52 -4.09 -3.20 0.3080
C -0.33 -3.81 0.06 -1.9541
H 0.65 -3.38 -0.21 0.1846
H -0.65 -3.38 1.01 0.3420
H -0.19 -4.89 0.20 0.6845
C -2.66 -4.30 -0.61 -1.7702
H -3.47 -4.21 -1.33 0.3212
H -2.44 -5.37 -0.50 0.5364
H -3.01 -3.93 0.36 0.3498
C 2.76 1.50 3.51 -1.3959
H 3.01 1.46 4.58 0.5095
H 2.71 0.46 3.14 0.1341
H 3.59 2.00 2.99 0.2140
C 0.32 1.38 4.01 -1.7637
H -0.66 1.88 3.98 0.2589
H 0.23 0.39 3.55 0.1862
H 0.59 1.24 5.07 0.6759
C 1.45 3.61 4.00 -1.5717
H 1.44 3.46 5.09 0.5081
H 2.35 4.17 3.75 0.4277
H 0.57 4.22 3.75 0.2407
C 1.31 4.44 -0.40 -1.7058
H 0.78 5.19 0.22 0.4050
H 1.96 5.00 -1.09 0.6442
H 0.58 3.89 -1.00 -0.2193
C 3.02 2.62 -0.49 -1.6045
H 2.39 2.04 -1.19 0.1594
H 3.68 3.26 -1.09 0.5991
H 3.65 1.91 0.07 0.3535
C 3.10 4.36 1.32 -1.8501
H 2.54 5.06 1.95 0.4257
H 3.78 3.76 1.94 0.3267
H 3.73 4.97 0.65 0.5173
Pb 0.60 -0.16 0.17 1.5992
N -0.36 1.17 -1.66 0.3424
C -1.03 1.71 -2.47 -0.6938
C -1.30 2.64 -3.64 2.2957
C -2.76 2.62 -4.03 -1.7972
C -0.95 4.07 -3.23 -1.7972
C -0.44 2.19 -4.82 -1.5932
H -3.07 1.63 -4.38 0.2809
H -3.39 2.90 -3.18 0.4205
H -2.93 3.34 -4.84 0.5360
H 0.13 4.18 -3.06 0.3552
H -1.24 4.77 -4.03 0.5288
H -1.49 4.35 -2.32 0.3864
H -0.56 2.90 -5.65 0.4497
H 0.62 2.15 -4.54 0.3294
H -0.74 1.20 -5.16 0.4304
N 2.25 -4.50 5.16 -0.4406
C 1.87 -3.59 4.23 0.7116
C 0.54 -3.10 4.20 -0.9742
C 0.20 -2.16 3.24 -0.4898
N 1.10 -1.67 2.35 0.4970
C 2.36 -2.17 2.35 -0.6285
C 2.79 -3.12 3.27 -0.9018
H 1.60 -4.84 5.86 0.2065
H 3.19 -4.85 5.20 0.2064
H -0.20 -3.46 4.91 0.3887
H -0.83 -1.78 3.17 0.4923
H 3.04 -1.81 1.57 0.4247
H 3.82 -3.48 3.25 0.3983